Molecular formula: C7H28N14O7
Method: DFT, wB97M-V/def2-TZVPD

Expectation value of S² = 0.750
Energy relative to the best compared isomer or geometry (same formula, charge and spin) = 10.2 kcal/mol
HOMO level (spin up / spin down) = -0.2 / -6.9 eV
Charge = -1
Spin multiplicity = 2
Orbital gap (spin up / spin down) = 2.488 / 9.250 eV

Geometry as XYZ:
```
56
Properties=species:S:1:pos:R:3:forces:R:3:lowdin_spin:R:1
C 0.4897 0.7827 -4.0822 -2.65 1.44 3.94 0.001
O -0.1971 -0.1504 -3.7643 -1.21 -1.83 0.89 0.005
N 1.1884 0.7715 -5.1453 3.46 -0.64 -5.08 0.000
N 0.5097 1.9649 -3.4181 0.48 1.00 -0.06 0.000
H 1.2326 -0.1454 -5.5666 0.23 0.33 -0.21 0.000
H 1.8952 1.4573 -5.3693 -0.18 -0.32 0.06 0.000
H 1.0994 2.6656 -3.8441 -0.38 0.31 0.73 0.000
H 0.0473 2.1238 -2.5344 0.23 -0.37 -0.21 0.000
C -0.2597 4.5923 1.6089 0.52 0.60 0.37 0.001
O -0.0679 5.4772 2.4099 -0.49 1.07 1.20 0.000
N -1.2782 3.7562 1.6015 -3.24 -1.02 1.82 0.001
N 0.5230 4.3888 0.5847 3.18 -0.10 -2.56 0.000
H -1.3393 2.8713 1.1184 0.30 0.23 0.01 0.001
H -1.7985 3.8881 2.4571 -0.38 -0.62 -0.19 0.001
H 1.3420 4.9792 0.6122 0.08 -0.28 -0.23 0.000
H 0.6531 3.4246 0.3137 0.19 -0.12 -0.38 0.000
C 0.9002 -4.8475 -0.3001 1.13 0.03 -1.30 0.033
O 1.9810 -4.9047 -0.8189 3.01 -1.69 -0.93 0.004
N 0.2695 -3.7251 -0.3791 -2.37 5.13 0.09 0.014
N 0.1628 -5.7849 0.2153 -1.12 -3.26 1.68 0.051
H 0.7291 -3.0065 -0.9201 -0.07 -0.01 0.34 0.002
H -0.4061 -3.4397 0.3153 -0.18 0.20 -0.19 0.008
H 0.4700 -6.7470 0.2258 -0.09 0.37 0.32 0.012
H -0.6621 -5.4797 0.7119 -0.20 -0.67 -0.01 0.064
C 4.0560 -2.6879 2.9466 3.95 3.42 -0.13 0.009
O 5.2195 -2.2442 2.8625 -0.45 -1.08 -0.22 0.001
N 3.1888 -2.5439 1.9982 -1.30 0.08 -5.20 0.006
N 3.4986 -2.9652 4.0503 -2.43 -2.21 6.88 0.010
H 2.2902 -2.9996 1.9274 0.21 -0.19 0.15 0.012
H 3.7295 -2.4776 1.1477 -0.74 0.05 -0.65 0.001
H 3.8707 -2.6872 4.9471 0.54 -0.21 -0.49 0.002
H 2.5331 -3.2493 4.1346 0.12 0.07 -0.41 0.028
C -2.4303 -3.1499 1.7771 -1.10 1.31 -0.86 0.180
O -1.4769 -2.4208 1.7892 3.70 2.75 -1.39 0.044
N -2.7134 -3.7245 2.8731 -0.36 -2.44 4.61 0.118
N -3.3192 -3.2773 0.8205 -1.89 -0.59 -2.82 0.088
H -3.5602 -4.2086 3.1351 0.12 0.06 -0.20 0.089
H -2.0271 -3.3949 3.5368 -0.28 -0.76 0.85 0.046
H -3.3435 -2.6953 -0.0046 0.55 -0.18 0.08 0.024
H -3.5991 -4.2399 0.6978 -0.63 -0.23 -0.25 0.108
C -0.0867 0.6062 0.3683 -2.59 -4.82 1.08 0.005
O 0.2116 1.4740 -0.3249 2.45 7.86 -4.30 0.002
N -1.2811 0.0211 0.2554 -1.70 -1.69 0.82 0.007
N 0.7385 0.0223 1.2098 1.84 -0.89 2.09 0.005
H -1.2667 -0.9145 0.6357 -0.92 -0.26 0.35 0.003
H -1.9657 0.1837 -0.4692 0.78 0.34 -0.16 0.008
H 0.5897 -0.9223 1.5351 -0.01 0.32 0.30 0.006
H 1.5815 0.5284 1.4405 -0.05 -0.51 -0.14 0.001
C -1.0411 5.4846 -2.5220 4.90 2.35 -1.94 0.000
O 0.1506 5.7680 -2.8398 -2.04 -0.45 0.39 0.000
N -1.3772 4.5008 -1.7942 0.26 -4.76 2.82 0.000
N -2.0939 6.1678 -2.8710 -2.93 3.28 -2.16 0.000
H -0.5392 4.0186 -1.5021 -0.55 -0.38 0.77 0.000
H -2.2045 4.5303 -1.2155 0.42 -0.17 0.00 0.000
H -1.9023 6.9573 -3.4711 -0.18 -0.13 -0.02 0.000
H -2.9140 5.6274 -3.1068 0.04 0.29 0.06 0.000
```
Positions in Å, forces in eV/Å.